Record 1
Density functional theory data (ωB97M-V with the def2-TZVPD basis set) for a structure of composition C2H6O2Zn.

Each line ends with the Löwdin charge.
Cartesian coordinates (Å):
H 1.44842 1.32881 0.71773  0.10
C 1.22167 0.31750 1.07924  -0.02
O -2.17978 0.06737 -1.24084  -0.24
H -2.96899 0.24879 -0.72509  0.07
H 0.35416 0.35199 1.75955  0.12
O 0.08781 -0.36529 -0.93363  -0.24
Zn -0.75257 1.26167 -1.56968  0.79
H -1.47660 -0.84193 -0.80018  0.26
H 2.07081 -0.07204 1.66008  0.10
C 0.94315 -0.62250 -0.02505  -0.12
H 1.25193 -1.67437 0.07787  0.16

Summary:
**HOMO energy (spin up / spin down)**: -12.1 / -16.6 eV
**HOMO-LUMO gap (spin up / spin down)**: 0.243 / 0.409 Eh
**2S+1**: 2
**Total charge**: +1
**Energy relative to the best compared isomer or geometry (same formula, charge and spin)**: 0.0 kcal/mol

---

Record 2
Density functional theory data (ωB97M-V with the def2-TZVPD basis set) for a cluster of 2 separate species, C2H6O3 in total.

Each line ends with the Löwdin charge.
Cartesian coordinates (Å):
C -0.86400 -1.58570 1.23704  -0.11
H 0.18868 2.14173 -0.28366  0.09
H 1.45919 1.71237 -1.47310  0.08
H 0.22794 -1.46269 1.21129  0.09
H -1.09750 -2.31256 2.03291  0.08
O 0.59694 0.07060 -0.54458  -0.25
H -1.14521 -0.44231 -1.06695  0.06
C 1.01661 1.46454 -0.50617  -0.06
O -0.38841 -0.07855 -1.56784  -0.05
H 1.77412 1.49665 0.27380  0.08
O -1.76836 -1.00408 0.68725  0.00

Summary:
**HOMO energy**: -9.8 eV
**HOMO-LUMO gap**: 0.380 Eh
**SMILES**: C=O.COO
**Energy relative to the best compared isomer or geometry (same formula, charge and spin)**: 112.0 kcal/mol

---

Record 3
Density functional theory data (ωB97M-V with the def2-TZVPD basis set) for the ion C2H6O3P with charge -1.

Each line ends with the Löwdin charge.
Cartesian coordinates (Å):
H 1.90975 0.35547 0.81521  0.05
H 1.47266 1.64543 -0.40750  0.02
C 1.53893 0.59844 -0.20715  -0.06
O -1.82361 1.51747 -0.53090  -0.44
H 2.23421 0.11411 -1.03005  0.08
P -1.56118 0.31746 0.26059  0.27
H -0.34902 -2.09758 0.50649  0.06
C 0.13112 -0.32320 -0.25759  -0.45
O 0.45457 -1.57235 0.38277  -0.14
H -1.45039 0.72976 1.69458  0.01
O -2.44167 -0.87944 0.02968  -0.45
H -0.11537 -0.40556 -1.25613  0.05

Summary:
**HOMO energy**: -4.5 eV
**HOMO-LUMO gap**: 0.320 Eh
**Total charge**: -1
**SMILES**: C[C@@H](O)[P@H](=O)[O-]
**Energy relative to the best compared isomer or geometry (same formula, charge and spin)**: 27.6 kcal/mol

---

Record 4
Density functional theory data (ωB97M-V with the def2-TZVPD basis set) for a cluster of 2 separate species, C2H6O3S in total.

Each line ends with the Löwdin charge.
Cartesian coordinates (Å):
H -2.64387 0.24402 1.23340  -0.03
H -2.81838 0.35812 -1.33930  -0.16
O 0.78894 -0.96886 -0.30796  0.02
H -1.71432 1.54604 0.73108  0.06
O 1.97670 0.37358 1.05273  0.17
H 3.51825 0.10081 -0.53614  0.09
C 1.84296 -0.26691 0.08870  -0.72
S -1.76312 -0.34952 -0.91205  0.67
H -0.90726 0.05739 1.31846  0.02
C -1.76794 0.42219 0.75995  -0.43
H 0.72276 -1.21298 -1.25687  0.12
O 2.76528 -0.30388 -0.83200  0.18

Summary:
**HOMO energy**: -9.0 eV
**HOMO-LUMO gap**: 0.351 Eh
**SMILES**: O=C(O)O.CS
**Energy relative to the best compared isomer or geometry (same formula, charge and spin)**: 3.9 kcal/mol

---

Record 5
Density functional theory data (ωB97M-V with the def2-TZVPD basis set) for a structure of composition C2H6O3STi.

Each line ends with the Löwdin charge.
Cartesian coordinates (Å):
H -1.74352 1.54025 0.44146  0.11
H 1.15896 -0.41404 0.96941  -0.04
C -1.76276 0.77031 -0.36630  -0.09
O 0.12318 -2.41201 0.31354  -0.37
Ti 1.95488 -0.32470 2.28475  1.62
H 1.07159 1.18162 -0.03460  0.15
H -1.01381 1.11048 -1.12034  0.09
O -1.42484 -0.49577 0.26574  -0.36
O 0.91025 -0.55846 -1.12169  -0.28
H -2.77586 0.79121 -0.80889  0.12
H 2.54457 0.15258 -0.13020  0.16
C 1.41750 0.11477 -0.01734  -0.22
S -0.46014 -1.45623 -0.67555  1.11

Summary:
**HOMO energy**: -18.6 eV
**HOMO-LUMO gap**: 0.223 Eh
**Total charge**: +2

---

Record 6
Density functional theory data (ωB97M-V with the def2-TZVPD basis set) for the molecule C2H6O4.

Each line ends with the Löwdin charge.
Cartesian coordinates (Å):
H 1.83924 -1.20283 -1.24349  0.10
H -1.57619 1.00318 0.02390  0.11
O 2.00850 -0.94623 -0.37091  0.14
H -2.28444 -0.53058 0.24389  0.10
O 1.31569 0.42191 1.23515  0.08
H -1.33063 -0.15524 -1.34980  0.08
H 1.54209 -0.37873 1.87490  0.20
O 0.91375 0.86177 -0.98813  0.06
H 1.03144 1.85067 -0.63586  0.21
O -0.25767 -0.72928 0.14203  -0.11
C -1.38403 -0.10329 -0.27298  -0.17
C 1.08052 -0.05361 0.00028  -0.79

Summary:
**HOMO energy**: -9.6 eV
**HOMO-LUMO gap**: 0.376 Eh
**SMILES**: COC(O)(O)O
**Energy relative to the best compared isomer or geometry (same formula, charge and spin)**: 33.3 kcal/mol

---

Record 7
Density functional theory data (ωB97M-V with the def2-TZVPD basis set) for the ion C2H6O4PS with charge -1.

Each line ends with the Löwdin charge.
Cartesian coordinates (Å):
S -0.65436 0.98327 -1.45799  0.29
H -0.94797 -1.01566 2.08973  0.01
H 1.99021 -0.40395 -0.93364  -0.02
O -0.43472 -2.15707 -0.36395  -0.42
C 1.61889 -0.37209 0.00614  -0.22
H 2.09835 -1.20813 0.63989  0.08
O -0.02436 1.98084 -0.61606  -0.41
O -2.09756 1.07012 -1.45888  -0.40
P -0.18373 -0.71461 -0.14389  0.58
H -0.32790 0.57140 1.90727  0.01
C -0.91747 -0.16182 1.51432  -0.15
H -1.91790 -0.00861 1.34612  0.01
H 1.78390 0.73390 0.22051  0.06
O 0.01462 0.70240 -2.74957  -0.41

Summary:
**HOMO energy**: -5.2 eV
**HOMO-LUMO gap**: 0.334 Eh
**Total charge**: -1
**SMILES**: CP(C)(=O)S(=O)(=O)[O-]
**Energy relative to the best compared isomer or geometry (same formula, charge and spin)**: 8.4 kcal/mol

---

Record 8
Density functional theory data (ωB97M-V with the def2-TZVPD basis set) for the molecule C2H6OP2S3.

Each line ends with the Löwdin charge.
Cartesian coordinates (Å):
S 1.12329 -1.32997 -1.78722  0.08
H -1.99871 -3.16298 -1.49030  -0.18
O -1.63958 0.01625 -1.03794  -0.49
C 1.25571 1.81393 -0.09150  -0.28
H -0.73548 -1.05856 1.69103  0.09
P -0.57635 -0.95645 -0.71265  -0.13
P 0.08037 1.25447 1.15589  0.51
H 0.79996 1.65163 -1.09632  0.06
H 1.52719 2.91517 -0.02382  0.08
S -1.30466 -3.01259 -0.34184  0.37
H 2.05443 1.12131 0.09158  0.02
H 0.94905 -0.91052 1.27561  -0.02
S -1.60067 2.21218 1.32997  0.39
C 0.06546 -0.55386 1.03751  -0.49

Summary:
**HOMO energy (spin up / spin down)**: -8.0 / -8.0 eV
**HOMO-LUMO gap (spin up / spin down)**: 0.164 / 0.164 Eh
**Energy relative to the best compared isomer or geometry (same formula, charge and spin)**: 57.1 kcal/mol

---

Record 9
Density functional theory data (ωB97M-V with the def2-TZVPD basis set) for a cluster of 2 separate species, C2H6OPS in total.

Each line ends with the Löwdin charge.
Cartesian coordinates (Å):
H 0.40854 -1.11486 0.05094  -0.21
O -1.53152 0.92626 -1.59491  -0.50
C -0.48467 1.14944 0.82206  -0.25
P -0.13690 0.88124 -1.01059  0.72
H -0.16457 0.25871 1.40956  -0.05
H -1.56938 1.32012 0.83026  0.03
C 0.69134 -0.85679 -0.96588  -0.30
H 1.84770 -0.77394 -0.96552  0.06
S 0.75465 -2.24065 1.87192  -0.51
H -0.23755 2.07426 1.23884  -0.01
H 0.42237 -1.62379 -1.68669  0.02

Summary:
**HOMO energy (spin up / spin down)**: -3.4 / -3.0 eV
**HOMO-LUMO gap (spin up / spin down)**: 0.201 / 0.243 Eh
**Total charge**: -1
**Energy relative to the best compared isomer or geometry (same formula, charge and spin)**: 90.0 kcal/mol

---

Record 10
Density functional theory data (ωB97M-V with the def2-TZVPD basis set) for the molecule C2H6OS.

Each line ends with the Löwdin charge.
Cartesian coordinates (Å):
O 1.44268 -0.98064 0.02984  0.00
C 0.69383 0.12194 -0.33243  -0.40
S -2.07691 -0.52479 -0.12041  0.70
H 1.24331 0.97114 -0.03923  0.08
H -0.70174 1.46251 -0.42401  0.12
H -1.70194 -1.72528 0.00404  -0.20
H -0.96631 0.85006 1.39652  0.13
H 0.88245 0.26384 -1.55324  0.19
H 1.81832 -0.87658 0.79701  0.00
C -0.63369 0.43779 0.24191  -0.62

Summary:
**HOMO energy**: -8.9 eV
**HOMO-LUMO gap**: 0.356 Eh
**SMILES**: OCCS
**Energy relative to the best compared isomer or geometry (same formula, charge and spin)**: 50.1 kcal/mol

---

Record 11
Density functional theory data (ωB97M-V with the def2-TZVPD basis set) for a cluster of 2 separate species, C2H6OS in total.

Each line ends with the Löwdin charge.
Cartesian coordinates (Å):
H 3.84828 -2.13652 -0.42440  -0.26
H 4.42007 -0.71848 -1.17279  -0.24
C -1.16294 1.14152 0.57011  -0.29
H -2.47026 0.50057 -0.80179  0.11
H -0.23501 0.98668 0.02512  0.10
S 3.43951 -0.91683 -0.33508  0.50
O -1.45908 2.16407 1.29130  -0.02
C -2.02906 0.01968 0.12849  -0.08
H -2.82726 -0.07172 0.89563  0.09
H -1.52425 -0.96897 -0.17659  0.11

Summary:
**HOMO energy**: -10.0 eV
**HOMO-LUMO gap**: 0.392 Eh
**SMILES**: CC=O.S
**Energy relative to the best compared isomer or geometry (same formula, charge and spin)**: 19.8 kcal/mol

---

Record 12
Density functional theory data (ωB97M-V with the def2-TZVPD basis set) for a cluster of 2 separate species, C2H6OS2 in total.

Each line ends with the Löwdin charge.
Cartesian coordinates (Å):
C 1.03082 -0.11316 1.86167  -0.34
S -0.93794 0.75353 -1.00229  0.22
C 1.60441 1.08880 1.16827  -0.10
S -0.52630 -1.23455 -1.55726  0.28
H 2.64791 1.22415 1.47163  0.08
H -0.37863 1.59997 -0.10081  -0.19
H 1.62133 0.89360 0.07735  0.05
H 1.03901 1.98996 1.36695  0.07
O -0.03752 -0.13030 2.41423  0.04
H 0.78200 -1.23163 -1.33540  -0.23
H 1.60371 -1.04988 1.78838  0.12

Summary:
**HOMO energy**: -8.8 eV
**HOMO-LUMO gap**: 0.303 Eh
**SMILES**: CC=O.SS
**Energy relative to the best compared isomer or geometry (same formula, charge and spin)**: 29.2 kcal/mol

---

Record 13
Density functional theory data (ωB97M-V with the def2-TZVPD basis set) for a structure of composition C2H6OSi.

Each line ends with the Löwdin charge.
Cartesian coordinates (Å):
O -2.03239 -0.48811 0.19212  -0.04
C -1.61209 0.52402 -0.25177  -0.48
H 0.88545 2.03893 -0.67754  -0.07
H 1.05906 -1.69298 -1.04633  0.04
Si 0.29302 0.75141 -0.13839  0.69
H -0.12090 0.89722 1.58419  0.04
C 1.03185 -1.03693 -0.12545  -0.27
H -2.28773 1.39113 -0.43974  0.06
H 2.16631 -0.85011 0.22945  0.06
H 0.61742 -1.53460 0.67346  -0.04

Summary:
**HOMO energy**: -9.0 eV
**HOMO-LUMO gap**: 0.345 Eh
**Energy relative to the best compared isomer or geometry (same formula, charge and spin)**: 66.2 kcal/mol

---

Record 14
Density functional theory data (ωB97M-V with the def2-TZVPD basis set) for a cluster of 2 separate species, C2H6P2 in total.

Each line ends with the Löwdin charge.
Cartesian coordinates (Å):
H -2.17806 -1.27123 1.06500  -0.29
C 0.91488 1.48725 0.08775  -0.22
H -1.98958 -1.64343 -0.96838  -0.19
P 1.53371 -1.39422 -0.23438  0.77
H 1.50789 1.76484 0.96791  0.06
H 0.53417 -2.22531 -0.40072  -0.23
C 0.73429 -0.02048 0.04252  -0.61
H 1.22521 1.97811 -0.92126  0.11
P -2.24332 -0.49726 -0.04223  0.58
H -0.03919 1.82173 0.40378  0.01

Summary:
**HOMO energy (spin up / spin down)**: -8.1 / -8.4 eV
**HOMO-LUMO gap (spin up / spin down)**: 0.265 / 0.295 Eh
**Energy relative to the best compared isomer or geometry (same formula, charge and spin)**: 80.2 kcal/mol

---

Record 15
Density functional theory data (ωB97M-V with the def2-TZVPD basis set) for the ion C2H6PS2 with charge +1.

Each line ends with the Löwdin charge.
Cartesian coordinates (Å):
C 0.96860 -0.77372 0.83278  -0.24
H -0.04341 0.85214 -2.10963  0.10
C -0.70108 0.27185 -1.33015  -0.25
H -0.40369 -0.83782 -1.50701  0.08
S 0.66042 2.39922 0.61401  0.57
P -0.24707 0.52603 0.46255  0.02
S -1.88030 0.27718 1.70086  0.52
H 1.90922 -0.38324 0.71901  0.02
H 0.73364 -1.22364 1.87835  0.11
H -1.79906 0.38970 -1.39726  0.05
H 0.80274 -1.49769 0.13650  0.01

Summary:
**HOMO energy (spin up / spin down)**: -14.4 / -14.4 eV
**HOMO-LUMO gap (spin up / spin down)**: 0.184 / 0.182 Eh
**Total charge**: +1
**Energy relative to the best compared isomer or geometry (same formula, charge and spin)**: 57.9 kcal/mol

---

Record 16
Density functional theory data (ωB97M-V with the def2-TZVPD basis set) for the molecule C2H6S.

Each line ends with the Löwdin charge.
Cartesian coordinates (Å):
H -1.04221 -0.68507 -1.65739  0.02
C -0.02023 -0.44947 -1.43870  -0.38
C 0.02373 0.41864 1.45558  -0.45
S 0.61771 -0.81395 0.29519  0.69
H -0.70947 -0.15422 2.03529  0.02
H 0.76181 -0.96705 -1.98223  0.01
H -0.66190 1.04793 0.88779  0.03
H 0.20330 0.64455 -1.51301  0.04
H 0.82725 0.95864 1.91748  0.02

Summary:
**HOMO energy**: -8.4 eV
**HOMO-LUMO gap**: 0.352 Eh
**SMILES**: CSC
**Energy relative to the best compared isomer or geometry (same formula, charge and spin)**: 14.0 kcal/mol

---

Record 17
Density functional theory data (ωB97M-V with the def2-TZVPD basis set) for a cluster of 2 separate species, C2H6S2 in total.

Each line ends with the Löwdin charge.
Cartesian coordinates (Å):
C -0.88990 -0.25997 0.89861  -0.49
C 0.57831 -1.05414 -1.27353  -0.47
S -0.11796 -1.76205 0.23486  0.65
H -0.21460 -0.56691 -1.84487  0.03
H -0.20058 0.58213 0.67505  -0.18
S 0.32741 2.58435 -0.01981  -0.60
H 1.32757 -0.29179 -1.06346  0.01
H -0.95461 -0.35174 1.97688  0.02
H 0.96618 -1.88134 -1.86669  0.01
H -1.85702 -0.07236 0.44580  0.02

Summary:
**HOMO energy (spin up / spin down)**: -3.0 / -2.6 eV
**HOMO-LUMO gap (spin up / spin down)**: 0.234 / 0.218 Eh
**2S+1**: 2
**Total charge**: -1
**Energy relative to the best compared isomer or geometry (same formula, charge and spin)**: 0.0 kcal/mol

---

Record 18
Density functional theory data (ωB97M-V with the def2-TZVPD basis set) for the molecule C2H6S2.

Each line ends with the Löwdin charge.
Cartesian coordinates (Å):
H -0.64788 -0.81901 1.91974  0.07
H -0.18658 2.09572 -2.32333  -0.20
H -0.03482 -1.92691 0.71679  0.06
S 1.14133 0.15191 -1.26302  0.41
C -0.41496 -0.93153 0.85906  -0.17
C 0.51646 0.17563 0.41102  -0.66
H 0.05806 1.13325 0.63446  0.06
H -1.37386 -0.85350 0.37813  0.06
S -0.43750 0.77888 -2.39955  0.30
H 1.37975 0.19557 1.06670  0.06

Summary:
**HOMO energy**: -9.1 eV
**HOMO-LUMO gap**: 0.360 Eh
**SMILES**: CCSS
**Energy relative to the best compared isomer or geometry (same formula, charge and spin)**: 0.0 kcal/mol

---

Record 19
Density functional theory data (ωB97M-V with the def2-TZVPD basis set) for a cluster of 2 separate species, C2H6Se in total.

Each line ends with the Löwdin charge.
Cartesian coordinates (Å):
H 0.94499 -0.18505 1.45342  0.03
C 0.62224 -1.04641 0.81420  -0.40
H -0.42587 1.56387 0.01964  -0.03
H -0.47282 1.68187 -1.78572  -0.01
C -0.54488 1.04130 -0.91673  -0.54
H 1.19454 -1.94119 0.87358  0.01
H -0.40045 -1.24778 0.95297  -0.01
Se 0.88630 -0.13127 -0.88983  0.79
H -1.80406 0.26465 -0.52153  0.17

Summary:
**HOMO energy**: -8.0 eV
**HOMO-LUMO gap**: 0.325 Eh
**Energy relative to the best compared isomer or geometry (same formula, charge and spin)**: 37.8 kcal/mol

---

Record 20
Density functional theory data (ωB97M-V with the def2-TZVPD basis set) for the molecule C2H6Se.

Each line ends with the Löwdin charge.
Cartesian coordinates (Å):
H -0.51014 -1.33659 -0.53256  0.00
H 0.61211 1.47732 0.10323  0.05
H -0.17448 1.15460 -1.51793  0.09
C 0.20892 -0.61764 -0.36503  -0.56
C -0.12790 0.89746 -0.41984  -0.18
Se 0.64555 -1.06591 1.56349  0.69
H 1.01805 -0.93889 -0.96852  0.03
H -1.01936 0.89409 0.22670  0.05
H -0.65275 -0.46444 1.91047  -0.17

Summary:
**HOMO energy**: -8.7 eV
**HOMO-LUMO gap**: 0.351 Eh
**SMILES**: CC[SeH]
**Energy relative to the best compared isomer or geometry (same formula, charge and spin)**: 1.0 kcal/mol